Entry 1:
{
  "formula": "C5H8O3",
  "method": "the ωB97M-V functional and the def2-TZVPD basis",
  "elements": ["C", "C", "C", "C", "C", "H", "H", "H", "H", "H", "H", "H", "H", "O", "O", "O"],
  "positions_angstrom": [[0.27677, 0.45909, -0.73198], [0.54795, 1.23762, 0.58156], [0.20384, -1.24545, 0.89832], [-0.62940, -0.56053, -0.24126], [-0.82932, -0.02744, -1.61546], [1.85372, 0.43348, -1.86379], [1.44885, 1.97425, 0.62667], [-0.41064, 1.75636, 0.74363], [1.27186, -1.63198, 0.85065], [-0.17374, -1.88591, 1.75835], [-1.40081, 0.50285, 1.35618], [-1.79543, 0.38655, -2.03174], [-0.40778, -0.71877, -2.27796], [1.49649, -0.09681, -1.15046], [0.47736, 0.13489, 1.61403], [-1.69948, -0.03766, 0.47279]],
  "forces_ev_per_angstrom": [[2.370, 2.101, 0.631], [-1.397, 0.302, -0.151], [2.486, 0.883, 1.709], [-1.151, -1.734, 3.092], [-1.187, -0.550, -1.016], [-0.002, 0.139, -0.138], [-1.444, -1.890, 0.050], [0.905, 0.821, 0.152], [-1.447, 0.409, -1.316], [-0.760, 1.013, -1.540], [-0.715, -2.597, -3.025], [1.164, -0.286, 1.338], [0.853, -0.333, -1.581], [0.507, -0.620, -0.140], [0.968, -0.141, -1.112], [-1.151, 2.483, 3.049]],
  "homo_lumo_gap_ev": 10.0,
  "e_tot_ev": -11451.327,
  "de_lowest_kcal_mol": 142.8,
  "smiles": "O[C@]12COC[C@]1(O)C2",
  "homo_energy_ev": -9.31
}

Entry 2:
{
  "formula": "C26H38Cl2N6ORbSb",
  "method": "the ωB97M-V functional and the def2-TZVPD basis",
  "elements": ["Rb", "C", "C", "C", "C", "C", "C", "N", "Sb", "C", "C", "C", "C", "C", "C", "N", "C", "C", "C", "C", "C", "C", "N", "H", "H", "H", "H", "H", "H", "H", "H", "H", "H", "H", "H", "H", "H", "H", "H", "H", "H", "N", "C", "O", "C", "C", "H", "H", "H", "H", "H", "H", "Cl", "C", "Cl", "H", "H", "C", "C", "C", "C", "N", "N", "H", "H", "H", "H", "H", "H", "H", "H", "H", "H", "H", "H"],
  "positions_angstrom": [[0.91807, 0.82311, -0.01582], [-2.38503, -2.12689, -1.06242], [-3.20033, -0.91919, -0.71942], [-4.56913, -1.02199, -0.50282], [-5.29153, 0.12251, -0.19882], [-4.61533, 1.32761, -0.13522], [-3.24883, 1.34211, -0.37122], [-2.56313, 0.24641, -0.64972], [-2.17443, 3.21881, -0.31902], [-1.13193, 2.76081, 1.52518], [-0.87593, 3.85191, 2.34108], [-0.28973, 3.64021, 3.57288], [0.00097, 2.33701, 3.94548], [-0.31303, 1.29951, 3.07858], [-0.03843, -0.12959, 3.44748], [-0.87843, 1.51821, 1.89308], [-0.97513, 2.85971, -2.08872], [-1.00563, 3.87441, -3.03262], [-0.33253, 3.70011, -4.22962], [0.36947, 2.51571, -4.41652], [0.37257, 1.56521, -3.40752], [1.18507, 0.30941, -3.52602], [-0.30913, 1.73221, -2.27442], [-2.98443, -3.02599, -0.93292], [-2.06253, -2.07229, -2.10272], [-1.49983, -2.18749, -0.43002], [-5.06823, -1.97699, -0.57392], [-6.35593, 0.06811, -0.01702], [-5.13443, 2.24781, 0.09448], [-1.13183, 4.84891, 2.00868], [-0.06943, 4.46311, 4.23868], [0.44947, 2.13321, 4.90548], [-0.29193, -0.31139, 4.49288], [-0.64003, -0.77919, 2.81298], [1.02437, -0.35329, 3.30468], [-1.55493, 4.78681, -2.83472], [-0.35563, 4.45701, -5.00162], [0.91207, 2.34091, -5.33302], [1.26277, -0.01099, -4.56322], [2.19507, 0.50811, -3.15632], [0.73237, -0.48229, -2.92822], [1.99067, 5.34341, -0.71952], [1.96587, 4.06971, -0.24822], [0.89517, 3.49071, -0.14822], [3.30857, 3.50621, 0.11788], [3.26257, 2.33831, 1.09708], [1.12187, 5.77061, -0.99752], [2.85067, 5.84191, -0.85922], [3.91237, 4.36391, 0.48348], [3.78267, 3.18601, -0.81892], [2.83377, 2.70911, 2.04518], [4.30697, 2.06891, 1.32058], [3.18207, -1.29299, -0.72732], [4.92437, -1.02169, -0.84062], [5.23607, 0.57901, -1.52152], [5.35597, -1.77179, -1.50352], [5.34407, -1.05909, 0.16548], [0.87977, -5.66709, 1.65498], [-0.32363, -4.93849, 1.03588], [-0.68403, -5.55229, -0.32042], [-1.52763, -5.04189, 1.97668], [-0.08243, -3.49979, 0.85048], [0.98187, -3.09759, 0.00508], [0.63217, -6.70839, 1.83938], [1.15267, -5.20429, 2.60248], [1.74397, -5.63529, 0.99258], [-1.09073, -6.54929, -0.18152], [0.18587, -5.63519, -0.96832], [-1.43063, -4.93559, -0.81242], [-1.84423, -6.07759, 2.06978], [-2.35133, -4.44989, 1.58748], [-1.27433, -4.67049, 2.96718], [0.07937, -3.06539, 1.75558], [0.74037, -3.32309, -0.95682], [1.86387, -3.57239, 0.21888]],
  "forces_ev_per_angstrom": [[0.411, -0.902, 0.139], [-0.028, 0.124, -0.032], [-0.120, -0.195, -0.055], [-0.249, 0.249, 0.085], [0.180, -0.181, -0.022], [-0.212, 0.115, 0.073], [0.031, 0.483, -0.030], [0.451, -0.230, -0.070], [-0.313, 0.107, 0.059], [-0.299, 0.353, -0.322], [-0.028, 0.221, 0.001], [0.028, -0.287, 0.060], [-0.054, 0.239, 0.008], [-0.019, -0.004, 0.366], [0.055, 0.047, -0.022], [-0.292, -0.239, 0.265], [-0.280, 0.017, 0.411], [-0.123, 0.278, -0.136], [0.153, -0.411, 0.081], [-0.137, 0.458, -0.150], [-0.025, -0.087, -0.062], [-0.026, 0.119, 0.017], [0.016, -0.059, -0.518], [0.069, -0.127, 0.000], [0.027, 0.009, -0.085], [-0.092, -0.053, -0.006], [0.024, -0.112, -0.002], [-0.062, 0.019, -0.002], [-0.053, 0.043, -0.002], [0.030, 0.043, -0.012], [0.021, 0.051, 0.003], [0.082, -0.090, 0.073], [0.066, -0.053, -0.027], [0.039, -0.065, -0.002], [-0.076, -0.050, 0.014], [-0.037, -0.018, -0.007], [0.020, 0.048, -0.011], [0.076, -0.059, -0.080], [0.030, -0.064, -0.017], [0.015, -0.159, 0.018], [0.082, -0.016, -0.038], [-0.261, 0.325, -0.145], [0.553, 0.504, -0.092], [-0.280, 0.150, -0.001], [0.377, -0.194, 0.550], [-0.040, -0.204, 0.053], [0.086, -0.045, -0.036], [0.005, -0.079, 0.098], [-0.078, 0.079, -0.306], [0.009, 0.063, -0.130], [0.054, 0.012, 0.021], [-0.096, -0.027, 0.011], [0.303, -0.537, -0.018], [0.058, 0.294, -0.006], [0.225, 0.010, -0.079], [-0.106, 0.134, 0.189], [-0.113, 0.014, -0.239], [-0.242, 0.226, -0.180], [0.054, -0.229, 0.007], [0.120, 0.143, 0.270], [0.267, 0.065, -0.231], [0.016, 0.125, 0.264], [0.097, -0.229, -0.003], [0.039, -0.179, 0.021], [0.028, 0.010, 0.112], [0.079, -0.048, -0.039], [-0.031, -0.162, -0.004], [0.094, 0.008, -0.084], [-0.132, 0.049, -0.094], [-0.034, -0.096, 0.059], [-0.132, 0.048, -0.046], [0.012, 0.065, 0.159], [-0.045, 0.001, -0.154], [-0.030, 0.083, 0.166], [-0.241, 0.063, -0.055]],
  "homo_lumo_gap_ev": 4.9,
  "e_tot_ev": -70801.831,
  "de_lowest_kcal_mol": 22.8,
  "homo_energy_ev": -4.69
}

Entry 3:
{
  "formula": "C6H18NO2S",
  "method": "the ωB97M-V functional and the def2-TZVPD basis",
  "elements": ["C", "N", "C", "C", "S", "C", "C", "C", "H", "H", "H", "H", "H", "H", "H", "H", "H", "H", "H", "H", "H", "H", "H", "H", "O", "H", "H", "O"],
  "positions_angstrom": [[-0.06923, -1.59980, -0.21043], [-0.15739, -0.15694, -0.51279], [-0.45464, 0.65265, 0.61663], [0.55113, 1.49129, 1.30041], [1.85889, 2.07131, 0.06670], [-1.70496, 1.48687, 0.20295], [1.20268, -2.01366, 0.60903], [2.44690, -1.52685, -0.09703], [-0.08725, -2.14710, -1.19185], [-0.87643, -2.05320, 0.32946], [0.72041, 0.10716, -1.10107], [-1.00327, 0.14197, 1.50640], [1.13004, 0.90889, 2.05857], [0.24175, 2.54733, 1.64707], [-1.44969, 2.06992, -0.69969], [-2.54089, 0.90283, -0.09774], [-2.08510, 2.13175, 1.02847], [1.13287, -1.37517, 1.60664], [1.32418, -3.15028, 0.83236], [2.43426, -0.49211, -0.48908], [2.69874, -1.99809, -1.07474], [3.23882, -1.72132, 0.58681], [-2.70212, -1.35702, -0.41059], [-3.16336, -0.34088, 0.75321], [-2.96019, -1.27998, 0.57614], [0.87716, 2.27776, -2.62232], [-0.59208, 2.11122, -2.20430], [-0.01123, 2.31144, -3.00923]],
  "forces_ev_per_angstrom": [[1.411, -1.203, -0.774], [1.498, -2.410, -1.079], [-4.332, 0.815, 2.023], [3.081, 2.253, -0.460], [-0.020, 0.068, -0.044], [0.870, 1.697, 0.019], [-0.434, 0.907, 0.636], [0.330, -0.006, -1.654], [0.362, 0.410, 0.565], [-0.873, 0.632, 0.301], [-1.993, 0.166, 1.944], [1.383, -0.665, -1.523], [-0.721, 0.642, -0.224], [-0.232, -2.214, 0.070], [-0.220, 0.296, 0.677], [-0.390, -0.659, -0.453], [0.493, -0.049, -0.537], [0.127, -1.642, -1.653], [-0.656, 1.902, -0.227], [-0.052, -0.041, 1.371], [-0.381, -0.778, 0.656], [1.207, 0.350, 0.222], [-0.567, 0.655, 2.514], [0.272, -0.880, -0.424], [-0.291, -0.243, -1.865], [-0.140, 0.060, 0.327], [1.467, 0.361, -1.736], [-1.197, -0.424, 1.327]],
  "homo_lumo_gap_ev": 6.2,
  "e_tot_ev": -22933.578,
  "de_lowest_kcal_mol": 39.3,
  "total_charge": -1,
  "homo_energy_ev": -2.85
}